a.
Computed, not measured: the molecule C7H12, with wB97M-V/def2-TZVPD.

Calculated values
- SMILES string = C[C@H]1[C@H]2CCC[C@@H]12
- LUMO (eV) = 1.113
- Kohn-Sham gap (eV) = 10.5

Geometry as XYZ:
```
19
C7H12, DFT wB97M-V/def2-TZVPD
C 0.37131 1.73238 1.36220
C -0.18972 1.39857 -0.00941
C 0.14412 0.43694 -1.16131
C 0.72600 -0.95934 -1.31641
C 0.53911 -1.66321 0.02340
C -0.75530 -1.01666 0.58663
C -1.06102 0.21145 -0.28619
H 1.16481 2.48419 1.29545
H -0.43690 2.17882 1.96140
H 0.75911 0.88010 1.92568
H -0.54453 2.31752 -0.47896
H 0.00951 0.94674 -2.11274
H -0.01403 -1.40551 -2.00337
H 1.70805 -1.06648 -1.78456
H 0.42923 -2.74555 -0.10792
H 1.40279 -1.50588 0.67938
H -0.62465 -0.74040 1.63947
H -1.59545 -1.71425 0.55291
H -2.03244 0.23057 -0.76565
```


b.
Computed, not measured: the molecule C7H12, with wB97M-V/def2-TZVPD.

Calculated values
- SMILES string = CC1CC2(CC2)C1
- LUMO (eV) = 1.162
- Kohn-Sham gap (eV) = 10.9

Geometry as XYZ:
```
19
C7H12, DFT wB97M-V/def2-TZVPD
C -2.50058 0.35535 0.10635
C -1.24349 -0.48949 -0.01449
C -0.22808 -0.05968 -1.11132
C 0.86578 -0.03535 -0.04147
C 2.22422 -0.64501 -0.18748
C 2.07810 0.82685 0.09680
C -0.15394 -0.27460 1.06942
H -3.16028 0.21460 -0.75795
H -2.24204 1.42067 0.15978
H -3.06849 0.10339 1.00973
H -1.50808 -1.54907 -0.10463
H -0.07245 -0.78440 -1.91843
H -0.45806 0.91626 -1.55534
H 2.51739 -0.92590 -1.19750
H 2.61208 -1.29834 0.59022
H 2.33634 1.55000 -0.67230
H 2.29452 1.15251 1.11258
H -0.33281 0.63092 1.66383
H 0.03988 -1.10873 1.75219
```


c.
Computed, not measured: the molecule C7H12, with wB97M-V/def2-TZVPD.

Calculated values
- SMILES string = C[C@@H]1C=C[C@H](C)C1
- LUMO (eV) = 1.257
- Kohn-Sham gap (eV) = 10.4

Geometry as XYZ:
```
19
C7H12, DFT wB97M-V/def2-TZVPD
C -2.48069 -0.38343 -0.04418
C -1.20737 0.45444 -0.01495
C -0.09637 -0.06760 0.91806
C 1.23364 0.42553 0.30196
C 2.37993 -0.57639 0.42790
C 0.84789 0.61691 -1.14906
C -0.46745 0.55244 -1.33231
H -2.28090 -1.39038 -0.42779
H -2.91456 -0.48035 0.95735
H -3.23574 0.07991 -0.69001
H -1.48195 1.47722 0.28652
H -0.23344 0.22663 1.96487
H -0.10665 -1.16634 0.88136
H 1.53732 1.38092 0.76100
H 2.08883 -1.52257 -0.04426
H 2.64240 -0.78117 1.47143
H 3.27716 -0.21142 -0.08560
H 1.59491 0.76036 -1.92682
H -0.96924 0.57656 -2.29504
```


Most stable structure, least stable structure: c, b.


a.
Computed, not measured: a 2-piece molecular cluster, CH3NO2S overall, with wB97M-V/def2-TZVPD.

Calculated values
- LUMO (eV) = -1.367
- Kohn-Sham gap (eV) = 8.3

Geometry as XYZ:
```
8
CH3NO2S, DFT wB97M-V/def2-TZVPD
C -1.09798 -0.46695 -0.35446
N -1.22199 0.10514 0.74201
O 1.47708 0.90131 -1.34812
O 1.60992 0.75786 1.10279
S 2.25932 0.54894 -0.18333
H -0.58687 -1.45075 -0.32448
H -1.41016 0.10117 -1.20516
H -1.02932 -0.49672 1.57074
```


b.
Computed, not measured: the molecule CH3NO2S, with wB97M-V/def2-TZVPD.

Calculated values
- LUMO (eV) = 0.178
- Kohn-Sham gap (eV) = 9.6

Geometry as XYZ:
```
8
CH3NO2S, DFT wB97M-V/def2-TZVPD
C -2.31960 0.56025 0.08743
N -0.08250 -0.19774 -0.61734
O -2.04672 1.67537 -0.15424
O -2.15961 -1.84637 -0.00325
S -1.20111 -0.86392 0.56639
H -3.24003 -0.06036 -0.35848
H 0.81775 -0.10184 -0.17016
H 0.10533 -0.61284 -1.53369
```


c.
Computed, not measured: a 2-piece molecular cluster, CH3NO2S overall, with wB97M-V/def2-TZVPD.

Calculated values
- LUMO (eV) = -0.023
- Kohn-Sham gap (eV) = 8.2

Geometry as XYZ:
```
8
CH3NO2S, DFT wB97M-V/def2-TZVPD
C -1.30409 -0.68428 -0.14287
N -1.96539 -1.31337 0.60975
O -0.76615 -0.15975 -1.03132
O 1.75374 0.67072 -0.58212
S 1.57215 0.91551 1.30206
H -2.06763 -1.40100 1.59548
H 0.84106 0.40128 -0.85677
H 1.93631 1.57089 -0.89420
```


d.
Computed, not measured: the molecule CH3NO2S, with wB97M-V/def2-TZVPD.

Calculated values
- SMILES string = O=[N+]([O-])CS
- LUMO (eV) = -0.989
- Kohn-Sham gap (eV) = 8.5

Geometry as XYZ:
```
8
CH3NO2S, DFT wB97M-V/def2-TZVPD
C 0.09919 0.36639 -0.45864
N 1.63744 0.30680 -0.24410
O 2.38604 0.04177 -1.11045
O 2.07512 0.85463 0.98825
S -0.81040 0.83256 0.97455
H -0.13202 1.00090 -1.30152
H -0.28604 -0.56718 -0.88650
H 0.44619 0.89407 1.75259
```


Most stable structure, least stable structure: a, d.


a.
Computed, not measured: the molecule CH3NO2S, with wB97M-V/def2-TZVPD.

Calculated values
- SMILES string = NC(=O)SO
- LUMO (eV) = 0.324
- Kohn-Sham gap (eV) = 9.7

Geometry as XYZ:
```
8
CH3NO2S, DFT wB97M-V/def2-TZVPD
C -0.12883 0.51137 -0.08030
N 0.51308 1.21642 -1.11800
O -0.82467 1.04945 0.70289
O -0.92474 -1.84189 1.16465
S -0.06077 -1.26889 -0.13474
H 0.66922 2.17938 -0.80330
H 1.31112 0.71543 -1.37536
H -0.55440 -2.56128 1.64417
```


b.
Computed, not measured: the molecule CH3NO2S, with wB97M-V/def2-TZVPD.

Calculated values
- LUMO (eV) = 0.202
- Kohn-Sham gap (eV) = 9.2

Geometry as XYZ:
```
8
CH3NO2S, DFT wB97M-V/def2-TZVPD
C 0.70415 -0.74078 0.00340
N 0.95107 0.55776 -0.24472
O -1.50982 0.96745 -0.17661
O 1.40154 -1.70524 0.05237
S -1.40999 -0.47483 0.14813
H -2.04470 -0.59082 1.35465
H 0.17217 1.23936 -0.31402
H 1.73557 0.74711 -0.82319
```


Most stable structure, least stable structure: a, b.


a.
Computed, not measured: a 3-piece molecular cluster, C7H14O3 overall, with wB97M-V/def2-TZVPD.

Calculated values
- LUMO (eV) = -1.247
- Kohn-Sham gap (eV) = 8.2

Geometry as XYZ:
```
24
C7H14O3, DFT wB97M-V/def2-TZVPD
C 0.58812 -2.77727 1.00722
C -0.53157 -1.87118 1.52671
C -0.05633 -1.10659 2.76238
C -1.26555 -1.02275 0.44021
C -1.66559 -2.02193 -0.65251
C -2.51434 -0.43852 1.17031
C -2.33579 0.95268 0.58267
O -1.59962 1.87167 1.06165
O -2.07495 0.58596 -0.62355
H 1.13582 -3.22671 1.84662
H 0.20772 -3.61837 0.41416
H 1.30184 -2.21827 0.38493
H -1.29470 -2.57220 1.91179
H 0.28009 -1.81958 3.52729
H 0.81789 -0.48169 2.52922
H -0.80957 -0.46376 3.23397
H -2.05718 -2.96075 -0.23700
H -2.56045 -1.74682 -1.22528
H -0.80619 -2.22771 -1.30102
H -3.45640 -0.89935 0.85226
H -2.52686 -0.38564 2.26593
O 0.46699 0.44187 0.14831
H 1.08130 0.51611 0.88395
H -0.22102 1.47093 0.68838
```


b.
Computed, not measured: the molecule C7H14O3, with wB97M-V/def2-TZVPD.

Calculated values
- LUMO (alpha / beta) (eV) = -0.652 / -0.653
- Kohn-Sham gap (alpha / beta) (eV) = 7.7 / 7.7

Geometry as XYZ:
```
24
C7H14O3, DFT wB97M-V/def2-TZVPD
C -0.97276 0.08749 0.05851
C 1.79861 -0.58350 -0.53803
C 1.25550 0.24775 1.39721
C -1.26844 -0.64270 -1.24428
C -0.88369 1.59212 -0.16077
C -2.04626 -0.22939 1.10503
C 0.41906 -0.68659 0.70818
O 3.04941 -1.09686 -0.26353
O 1.84901 0.65806 -1.17975
O 0.24686 -1.89233 0.98918
H 3.56888 -0.43430 0.20849
H 2.30070 0.54117 -2.02653
H 1.34590 -1.32884 -1.19390
H 1.70967 -0.07774 2.33066
H 1.32909 1.28892 1.11859
H -2.29250 -0.41274 -1.54931
H -0.60671 -0.32287 -2.05000
H -1.20205 -1.72149 -1.10409
H -0.05834 1.86899 -0.81095
H -0.78645 2.13115 0.78195
H -1.80515 1.92499 -0.64708
H -2.12488 -1.30210 1.26460
H -1.81428 0.24970 2.05664
H -3.01120 0.14113 0.74916
```


Most stable structure, least stable structure: b, a.